# 1
Computed, not measured: C54H74GaN14O as an isolated structure in a non-equilibrium geometry, with the ωB97M-V functional and the def2-TZVPD basis.

Cartesian coordinates (Å):
H: 2.19 1.93 3.75
H: -0.43 -4.65 -7.95
C: 6.06 10.67 8.30
H: -5.17 -12.81 -4.93
H: -6.54 -2.51 -0.50
N: -0.15 3.47 4.75
C: -3.88 -11.92 -6.46
H: -1.06 1.85 5.89
H: -2.91 -11.86 -8.34
C: 7.46 9.89 6.74
H: -4.97 -2.20 -5.56
C: -1.28 3.99 3.99
H: -5.45 -14.81 -6.75
H: 3.27 -2.37 -0.34
C: 4.62 -4.27 1.84
N: 0.97 -1.77 -7.38
C: 0.57 -2.08 -2.08
N: 0.92 -1.25 -3.11
C: -4.71 -12.86 -5.91
C: 6.22 5.35 6.16
H: -1.41 3.52 6.55
C: -6.65 -4.38 -7.41
H: -2.55 1.90 1.66
H: -7.35 -2.58 -4.88
C: 6.91 11.70 7.97
C: -1.28 7.29 -0.15
C: -4.14 -1.57 -2.38
H: 4.33 3.26 3.16
H: -2.10 7.26 0.55
N: -0.95 6.19 -0.89
H: -0.40 9.29 -0.06
H: 3.38 -3.74 3.63
C: 4.56 -3.80 0.56
H: 5.96 8.68 7.59
C: -1.87 0.41 3.15
H: -3.66 -1.30 -3.31
H: -4.51 -3.80 -7.71
C: -3.55 -1.60 -1.09
H: 1.33 0.73 -0.55
H: -1.67 4.68 1.95
H: 2.52 -1.61 -8.84
H: 0.17 -0.43 2.96
H: 7.75 0.86 2.76
C: -4.86 -13.91 -6.86
H: -6.84 -5.10 -8.19
N: 3.55 -2.88 0.49
H: 5.59 8.29 4.80
H: 7.89 9.16 6.07
N: -5.67 -2.21 -0.90
C: 2.97 -2.75 1.72
H: -8.59 -4.22 -6.31
C: 1.13 -0.08 -1.24
C: -1.12 -7.45 -8.75
N: 7.18 5.47 5.19
C: 1.27 -0.03 -2.60
H: -3.96 -14.07 -8.90
C: 1.72 -2.21 -8.44
H: 6.67 3.02 4.00
C: 0.17 -3.76 -7.94
C: 3.61 -3.61 2.58
H: -3.86 3.09 7.28
C: -1.04 5.04 2.82
C: -1.37 -8.80 -8.82
H: 0.52 5.75 -2.37
C: 0.69 -1.38 -0.90
H: 2.15 -2.06 1.88
N: -4.06 2.76 8.21
C: -4.12 -13.56 -7.96
H: 1.63 -4.06 -9.61
H: 7.89 4.78 4.99
H: 5.24 10.62 9.00
H: 4.60 6.69 6.77
H: 3.65 1.51 1.51
H: 0.92 -1.50 -4.08
C: 6.24 2.35 3.28
H: -6.24 -2.08 -2.95
H: 1.59 0.77 -3.25
C: -4.51 -2.00 -0.20
H: 0.48 -1.76 0.08
C: -2.09 0.86 1.64
C: 5.44 6.48 6.13
H: 5.14 -4.04 -0.32
H: -2.80 1.05 8.27
N: 6.41 9.58 7.55
C: -2.70 -8.96 -9.29
C: -7.56 -3.96 -6.47
H: -5.51 2.84 11.14
C: -0.37 0.27 3.67
H: 6.90 12.69 8.39
H: 0.35 2.64 2.05
N: -2.24 -6.79 -9.16
C: 4.63 1.55 1.96
H: 0.04 5.06 2.47
H: -0.30 -0.10 4.74
C: -5.64 -2.89 -6.08
H: -3.52 -10.98 -6.08
H: -5.47 4.25 8.81
H: 0.26 -3.10 -2.27
C: -3.21 -7.70 -9.49
H: -0.24 -6.91 -8.44
C: 6.75 1.25 2.64
N: -6.93 -3.05 -5.66
H: 8.60 11.75 6.50
H: -0.68 -2.54 -6.27
H: 1.10 -0.89 -6.91
N: -2.83 0.17 3.98
C: -3.51 1.66 8.80
C: -0.41 8.30 -0.48
C: 0.48 7.79 -1.46
N: 4.95 2.52 2.86
C: 1.25 -3.45 -8.80
H: -4.48 -2.15 0.87
H: -2.44 -0.09 4.90
H: 5.31 -5.01 2.21
C: -5.43 -3.70 -7.16
H: -2.52 -1.35 -0.84
H: -1.29 6.09 3.16
H: -2.86 0.20 1.13
H: -1.09 0.84 1.10
H: 5.79 -0.12 1.15
C: -5.45 -1.96 -2.23
O: -2.43 3.55 4.26
H: -2.34 -5.79 -9.21
H: 1.29 8.31 -1.94
N: -3.52 -12.35 -7.71
C: -0.62 2.89 6.03
C: -4.92 2.62 10.25
Ga: 0.61 2.09 3.56
H: -3.78 0.78 10.78
C: 7.02 6.66 4.54
H: -1.43 5.30 -0.85
C: 7.80 11.20 6.98
C: -4.93 3.36 9.09
H: 6.16 4.47 6.78
H: -4.18 -7.38 -9.83
H: -3.22 -9.89 -9.46
C: 5.73 0.74 1.80
H: 0.22 2.77 6.80
C: 0.02 -2.70 -7.07
C: 5.96 7.32 5.10
C: 0.11 6.49 -1.70
C: -4.02 1.55 10.07
H: -0.68 -9.59 -8.56
H: 7.69 6.94 3.73

Max |F|, eV Å⁻¹: 2.93
Charge: -1
2S+1: 1
Calculated total energy, hartree: -4868.564238

# 2
Computed, not measured: C54H79BN8O3Si2 as an isolated structure in a non-equilibrium geometry, with the ωB97M-V functional and the def2-TZVPD basis.

Cartesian coordinates (Å):
C: 6.07 7.07 6.05
C: -1.25 2.75 0.83
H: -5.98 3.13 -0.33
H: -5.61 -2.72 3.78
C: 9.66 4.03 2.73
H: -5.30 -3.50 1.10
C: 1.16 -5.93 -8.53
H: -1.90 -1.04 -5.28
N: 3.59 0.91 5.20
C: 0.14 2.07 4.16
H: -6.98 -0.39 -0.03
C: -3.15 -3.90 3.80
N: 1.26 3.19 -3.79
Si: -2.45 0.88 -1.78
H: 4.58 2.64 5.70
C: 0.64 1.25 1.88
H: -2.02 3.40 0.46
H: -2.88 -0.08 0.39
H: -5.35 0.55 -1.76
H: -5.10 -2.05 -2.61
C: 4.70 -0.58 3.68
H: 5.50 8.59 7.46
H: 1.07 1.61 4.47
H: -6.88 -2.00 1.21
C: 11.08 5.71 3.63
C: -1.35 -3.17 2.48
H: 3.89 4.66 8.00
H: -6.97 -0.43 3.79
H: -1.56 3.43 2.78
Si: -2.10 -1.07 -3.81
C: 2.47 3.73 -3.70
C: -0.20 -4.73 -6.99
H: -4.92 -1.31 2.97
H: -7.50 -2.72 2.67
C: 5.40 7.55 7.16
C: -6.31 2.26 -0.89
C: 5.90 5.74 5.71
H: -8.36 1.53 -1.12
C: 4.44 -3.48 -4.62
N: 8.78 5.62 4.29
H: -4.94 0.85 -0.02
H: -2.46 -4.92 -4.97
H: -0.65 -1.03 -0.91
C: -5.14 1.30 -0.99
H: -3.59 -5.78 -3.86
H: -0.77 -1.41 -3.24
C: -7.00 0.59 1.89
H: 6.58 2.16 4.30
C: -0.86 1.86 -1.44
B: -3.45 -2.54 -3.49
C: -1.01 2.79 2.13
H: -3.46 -1.21 -0.78
C: 4.64 1.73 5.11
H: 2.01 0.68 -5.90
C: -3.88 2.05 -1.43
C: 3.62 -3.83 -3.56
H: -2.73 -5.17 -1.57
H: 5.47 -3.80 -4.67
C: -0.57 1.94 0.01
H: -1.09 2.87 -1.75
H: -4.77 -4.96 2.99
O: -2.23 -2.86 3.54
H: 4.05 7.02 8.76
C: -6.87 -1.92 2.29
H: 0.02 3.06 4.57
H: -4.08 2.54 -2.38
C: -1.00 -6.68 -7.85
H: 10.08 7.02 5.02
H: -3.60 2.83 -0.73
H: 4.00 -4.43 -2.75
H: -0.38 -2.72 2.64
H: -5.94 0.82 1.92
C: -0.07 2.03 2.69
H: -1.55 -2.29 -0.59
C: -4.65 -3.14 1.88
H: -8.54 0.03 0.59
C: 0.98 -4.83 -7.70
H: -0.65 1.48 4.60
H: 1.64 -3.63 -2.75
C: 1.88 -2.61 -4.63
H: -4.11 -4.40 -4.89
H: 11.74 4.23 2.22
H: 2.55 4.60 -3.05
C: -3.35 -4.35 -1.91
H: -7.53 1.46 2.28
C: 0.39 1.21 0.57
N: -1.38 -1.34 -0.28
C: -5.46 -2.24 2.83
H: -8.45 -0.64 2.89
C: -3.31 -4.84 -4.31
C: 10.91 4.62 2.80
H: -1.23 -4.24 2.33
C: -4.00 -4.30 2.62
C: -2.62 -0.55 -0.56
H: 9.48 3.17 2.09
O: -4.81 -2.31 -3.50
C: -7.52 0.40 0.48
O: -2.62 0.44 -3.38
H: -6.52 2.60 -1.89
H: 2.77 -0.86 4.58
H: 1.74 -4.07 -7.61
C: 4.50 5.37 7.46
H: -4.39 -4.65 -1.95
H: 0.13 1.70 -4.63
H: -3.30 -3.56 -1.17
H: -3.41 -4.87 1.90
H: -3.79 -3.57 4.60
H: 6.71 7.71 5.45
H: 4.27 1.72 -5.72
C: 9.99 6.17 4.35
H: -0.38 -3.89 -6.33
H: -3.91 -2.51 1.41
H: 12.04 6.21 3.71
H: 0.97 0.57 -0.07
C: -7.37 -0.57 2.79
C: 3.91 -2.70 -5.64
H: 2.07 -6.05 -9.10
C: 0.15 -6.88 -8.60
H: 4.54 3.73 -4.27
H: 4.52 -2.40 -6.49
N: -2.91 -3.88 -3.23
C: 2.17 1.55 -5.29
H: 1.42 0.63 2.29
C: 3.64 -0.22 4.49
C: 5.75 1.46 4.33
C: 3.58 3.25 -4.37
H: 7.64 4.13 3.46
H: 6.64 0.04 2.98
N: 5.14 4.89 6.39
H: 4.69 -1.51 3.13
H: -0.01 1.46 -1.98
H: 0.86 -2.25 -4.67
H: 6.40 5.32 4.85
N: -1.19 -5.63 -7.05
C: 3.43 2.13 -5.18
H: -8.04 2.43 0.33
C: 2.31 -3.39 -3.56
N: 2.65 -2.27 -5.65
C: -7.62 1.68 -0.34
H: -2.57 -4.76 4.15
H: -1.75 -2.76 1.55
H: -1.82 -7.39 -7.88
C: 4.60 6.69 7.88
C: 1.13 2.12 -4.57
C: 8.64 4.56 3.49
C: 5.79 0.28 3.60
H: 0.24 -7.75 -9.23

Max |F|, eV Å⁻¹: 3.39
2S+1: 1
Calculated total energy, hartree: -3372.681528

# 3
Computed, not measured: a 6-piece molecular cluster, C55H124F3N2O5P3S overall in a non-equilibrium geometry, with the ωB97M-V functional and the def2-TZVPD basis.

Cartesian coordinates (Å):
H: -2.61 -8.54 -2.46
H: -2.40 -3.28 -3.43
H: -7.79 0.59 0.01
H: -2.16 2.84 3.15
H: -1.74 -7.54 2.21
H: -3.96 4.26 -2.96
H: -2.25 5.73 -0.84
H: -2.90 6.54 -3.71
H: -5.93 -0.95 3.51
P: -3.45 2.85 -1.18
H: -0.16 1.74 4.70
C: 5.37 -1.13 -0.18
H: 4.49 -1.23 -0.83
H: -1.85 -5.53 -3.08
C: 1.98 -3.50 -3.15
F: 0.45 1.56 1.97
C: -0.42 4.35 7.11
H: 5.34 2.24 3.71
C: 0.65 0.25 1.85
H: -2.22 -1.74 -2.64
H: 3.73 1.70 0.52
H: -0.11 0.81 6.24
H: -3.83 0.17 -0.71
S: -0.99 -0.62 1.50
C: -0.18 -6.13 2.80
H: -1.88 -3.77 4.96
C: 6.84 2.71 -1.56
C: 6.33 -0.06 -0.57
H: -0.45 2.46 7.81
H: -1.95 3.09 8.00
C: 0.34 -4.10 -1.28
H: 5.35 0.53 -6.33
H: 4.01 -2.83 -2.87
C: 4.86 0.77 -3.66
H: -1.38 8.17 -1.59
H: -7.53 -0.47 1.32
H: -3.40 4.89 1.23
C: 9.03 4.00 -1.31
H: 10.08 3.91 -1.05
H: -4.32 -1.44 2.98
H: -1.75 5.02 -2.31
C: -1.36 -5.13 0.82
C: 4.59 2.32 0.30
H: 3.63 0.55 -1.88
H: -4.89 -9.31 -2.91
H: -0.84 4.83 3.72
F: 1.23 -0.24 2.94
H: 2.89 -2.03 1.44
C: -0.75 1.28 5.50
N: -1.16 3.03 7.34
C: -1.79 -5.90 -2.05
H: 4.27 -3.17 1.35
H: -2.73 -2.44 -0.46
C: -5.77 -0.30 0.00
H: 8.74 1.98 -0.90
H: -4.66 4.92 -1.51
H: 4.54 -0.09 1.58
H: -0.70 7.34 -2.98
H: -6.06 -0.63 -1.01
H: 1.02 2.00 -3.21
H: -2.04 -5.98 0.86
H: -3.71 7.35 -2.37
H: 0.29 4.03 6.34
C: 4.36 0.15 -6.08
H: -3.59 -3.79 -1.05
H: 5.81 -2.13 -0.28
C: 3.97 3.86 3.11
H: 0.78 -6.21 3.30
P: -1.41 -4.52 -0.90
H: -5.54 2.69 -0.10
H: 7.13 2.41 -2.57
H: -4.73 -1.79 -2.13
C: -2.65 -3.23 -1.22
C: -7.02 0.28 0.71
H: -1.93 2.33 0.67
H: 3.18 -3.09 -1.33
H: -1.13 3.33 -3.39
H: -5.66 1.85 -1.60
H: -3.89 -5.85 -1.82
C: -1.63 2.38 6.06
C: -3.35 -2.36 5.30
H: -0.42 4.21 2.01
H: 3.28 4.18 2.33
C: 3.94 -2.20 1.68
H: 3.79 2.24 -2.58
C: -2.35 1.90 -2.32
H: -1.13 -0.01 -3.91
H: -1.63 3.78 -0.11
C: 8.49 5.41 -1.02
H: -5.39 -1.24 0.42
C: -4.33 -1.50 -4.27
H: 4.67 4.70 3.20
H: 2.07 -3.16 -4.18
H: -2.23 0.90 -1.89
F: 1.46 -0.01 0.82
P: 5.57 1.57 -1.04
H: -0.10 -3.76 -3.35
C: 4.28 1.30 -2.34
H: -1.42 0.59 4.99
C: -4.25 -2.31 -2.97
H: -4.07 -2.16 -5.10
O: -2.58 2.81 5.53
H: -3.40 -7.49 -3.65
H: -0.61 1.28 -5.05
H: -0.87 -5.58 3.44
H: 0.43 -0.07 -4.53
H: 0.88 -3.67 -0.44
C: -1.01 2.57 -2.62
C: -2.60 5.54 -1.86
O: -0.67 -2.04 1.43
C: -5.01 1.99 -0.74
C: -1.62 7.79 -2.59
C: -0.74 -7.59 2.65
H: 0.36 -2.29 -2.37
C: -2.63 -3.28 4.34
H: 3.92 -2.18 2.78
H: -2.31 -2.90 3.37
H: 9.03 3.91 -2.40
C: 3.05 -2.75 -2.36
N: -4.80 -2.11 4.93
H: 8.18 5.58 0.01
H: -2.91 1.85 -3.26
H: -4.54 -0.15 4.27
H: -0.94 -7.95 3.66
H: -1.05 5.13 6.72
H: 6.04 3.46 1.48
H: 0.01 -8.13 2.09
H: -4.14 0.71 0.91
H: -4.66 -8.83 -1.19
H: -3.25 -4.13 4.03
H: 4.38 -0.93 -5.95
H: 3.40 3.96 4.04
H: 0.49 -6.15 0.81
H: 6.98 0.29 0.24
C: -3.23 3.83 1.45
C: 8.14 2.89 -0.77
C: -3.12 -6.60 -1.65
C: -1.16 4.61 2.70
C: 5.43 2.56 1.56
H: -1.79 -4.33 1.43
C: -3.37 -7.77 -2.60
C: -2.80 6.81 -2.65
H: 9.27 6.16 -1.20
H: 6.30 3.65 -1.76
C: -0.01 -5.42 1.47
C: 0.56 -3.34 -2.59
H: 0.16 0.83 -2.13
C: 4.89 -1.08 1.28
H: -0.93 -6.57 -2.00
H: -1.36 5.67 2.46
H: -5.54 -7.82 -2.38
H: -3.15 -6.87 -0.60
H: 3.92 1.72 2.82
C: -2.46 3.19 0.27
C: 0.06 1.52 -2.98
H: -5.33 -1.11 -4.41
H: -1.84 8.70 -3.14
H: 0.69 -5.14 -1.32
H: -6.78 1.17 1.30
C: -2.47 3.83 2.81
C: -3.74 4.49 -1.91
C: -4.59 0.65 -0.09
H: 3.62 0.29 -6.88
H: 4.27 3.28 -0.11
H: 7.01 -0.32 -1.39
O: -1.87 -0.24 2.61
C: -0.32 0.66 -4.20
C: 3.90 0.89 -4.83
C: -2.81 -2.66 -2.63
H: 5.18 -0.27 -3.48
H: 5.81 -1.16 1.88
H: -0.56 3.07 -1.76
H: 5.86 1.19 -3.82
H: -5.33 -1.80 5.75
H: -5.12 -3.01 4.58
O: -1.41 -0.06 0.22
H: 6.20 1.79 1.65
H: -4.20 3.35 1.58
H: 0.15 4.66 7.98
H: 2.78 -1.70 -2.24
H: -3.69 -0.62 -4.25
H: 2.24 -4.56 -3.20
O: -2.84 -1.79 6.19
C: 4.67 2.51 2.90
H: -3.17 4.27 3.51
H: 0.69 -4.59 1.46
H: 7.66 5.70 -1.66
C: -4.68 -8.49 -2.22
H: 2.94 0.44 -4.54
H: -4.95 -3.14 -3.10
H: 7.88 3.08 0.27
C: -4.90 -1.07 3.82
H: 3.54 1.91 -5.00

Max |F|, eV Å⁻¹: 2.40
Charge: +4
2S+1: 1
Calculated total energy, hartree: -4376.381472